No. 1
ORCA calculation (wB97M-V/def2-TZVPD) on one molecule with the formula C4H5N at a distorted geometry.

XYZ file:
```
10
Properties=species:S:1:pos:R:3:mulliken_charge:R:1
C 0.012 0.582 -2.734 0.166
C 0.288 0.262 -1.596 -0.348
C 0.681 -0.160 -0.236 0.289
C -0.469 -0.182 0.777 -0.900
N 1.916 -0.421 -0.082 -0.623
H -0.576 0.759 -3.612 0.394
H -0.818 0.821 0.995 0.280
H 0.174 -0.425 1.753 0.235
H -1.321 -0.878 0.645 0.269
H 2.283 -0.696 0.795 0.237
```

The calculation puts the largest force on an atom at 3.9 eV/A. For the gap between HOMO and LUMO, the calculation gives 10.941 eV. Its spin multiplicity is 1. As for the total energy: -5716.18542 eV.

---

No. 2
ORCA calculation (wB97M-V/def2-TZVPD) on C7H22ClI2N2OOsP2 as an isolated structure at a distorted geometry.

XYZ file:
```
38
Properties=species:S:1:pos:R:3:mulliken_charge:R:1
I 0.024 0.945 2.556 0.275
I 0.024 -1.500 2.192 0.232
Os 0.002 0.419 -2.435 0.614
P -1.666 -0.044 -1.112 0.545
C -2.766 0.096 0.327 -1.022
C -2.078 1.521 -2.126 -1.165
H -3.061 1.322 -2.559 0.507
H -3.365 -1.524 -2.102 0.432
H -1.404 1.780 -2.998 0.360
H -1.788 -1.681 -2.951 0.391
H -2.521 1.017 0.883 0.311
H -2.040 2.355 -1.427 0.463
C -2.281 -1.568 -1.975 -1.163
H -3.800 0.134 -0.070 0.447
H -2.028 -2.399 -1.308 0.364
H -2.646 -0.794 0.977 0.339
P 1.666 -0.040 -1.105 0.546
C 2.789 0.115 0.314 -1.041
C 2.289 -1.559 -1.972 -1.162
H 1.389 1.791 -3.010 0.352
H 3.043 1.340 -2.560 0.509
H 2.012 2.369 -1.433 0.469
C 2.057 1.534 -2.130 -1.168
H 1.792 -1.671 -2.948 0.389
H 3.371 -1.514 -2.105 0.432
H 3.819 0.157 -0.094 0.446
H 2.692 -0.769 0.978 0.344
H 2.045 -2.397 -1.311 0.363
H 2.554 1.037 0.869 0.321
Cl 0.006 -0.203 -4.621 -0.260
N -0.004 -1.088 7.336 -0.379
C -0.043 -0.159 6.331 0.707
N 0.030 1.112 6.802 -0.319
O -0.116 -0.447 5.137 -0.285
H 0.049 -0.782 8.291 0.201
H -0.032 -2.062 7.089 0.228
H -0.025 1.853 6.142 0.160
H 0.010 1.307 7.787 0.216
```

The calculation puts the largest force on an atom at 5.7 eV/A. As for the expectation value of S²: 6.02. As for the total charge: +3. For the gap between HOMO and LUMO (spin up / spin down), the calculation gives 7.127 / 5.352 eV. Its spin multiplicity is 5. As for the total energy: -62380.76638 eV.

---

No. 3
ORCA calculation (wB97M-V/def2-TZVPD) on C40H56BN11NaOSiTe as an isolated structure.

XYZ file:
```
112
Properties=species:S:1:pos:R:3:mulliken_charge:R:1
Na -0.653 0.490 0.025 0.835
C -3.738 -0.488 0.521 -1.030
C -2.853 -1.695 0.519 0.537
C -3.166 -3.030 0.187 -1.569
C -1.974 -3.705 0.306 -0.552
N -1.030 -2.824 0.699 2.240
N -1.569 -1.590 0.832 -0.396
B 0.481 -3.142 0.898 -1.189
N 1.223 -3.253 -0.463 1.808
C 1.149 -4.264 -1.353 -0.271
C 1.897 -3.916 -2.454 -1.221
C 2.399 -2.637 -2.140 0.466
C 3.282 -1.760 -2.974 -0.943
N 1.990 -2.247 -0.946 -0.840
N 1.179 -2.123 1.826 1.035
C 1.845 -2.422 2.967 -0.200
C 2.351 -1.256 3.484 -1.679
C 1.954 -0.260 2.567 0.368
C 2.236 1.208 2.626 -0.683
N 1.257 -0.791 1.578 -0.105
N 0.497 -4.520 1.651 1.465
C -0.310 -4.783 2.701 -0.420
C -0.019 -6.048 3.157 -1.232
C 1.005 -6.497 2.298 0.714
C 1.706 -7.821 2.300 -1.277
N 1.308 -5.574 1.399 -1.416
H -4.788 -0.783 0.571 0.418
H -3.573 0.104 -0.385 -0.101
H -3.491 0.159 1.364 0.095
H -4.122 -3.433 -0.108 0.364
H -1.739 -4.746 0.146 0.444
H 0.593 -5.159 -1.140 0.474
H 2.064 -4.497 -3.348 0.359
H 3.705 -2.325 -3.807 0.344
H 4.100 -1.354 -2.376 0.372
H 2.728 -0.907 -3.375 -0.159
H 1.922 -3.432 3.333 0.394
H 2.912 -1.131 4.397 0.420
H 2.588 1.487 3.620 0.329
H 1.327 1.774 2.407 -0.176
H 3.007 1.489 1.899 -0.001
H -1.017 -4.047 3.050 0.485
H -0.470 -6.571 3.985 0.359
H 1.453 -8.385 3.199 0.339
H 2.788 -7.689 2.265 0.294
H 1.419 -8.420 1.431 0.242
Te 2.281 1.835 -1.010 0.366
C 3.729 3.356 -1.001 0.020
C 3.405 4.656 -1.398 -0.212
C 4.372 5.652 -1.422 -0.718
C 5.674 5.373 -1.030 -0.316
C 6.004 4.088 -0.617 -0.595
C 5.042 3.087 -0.610 -0.408
H 2.385 4.888 -1.680 0.354
H 4.101 6.653 -1.734 0.352
H 6.427 6.153 -1.041 0.348
H 7.016 3.861 -0.303 0.341
H 5.309 2.085 -0.296 0.354
C 0.697 5.075 1.223 -0.895
N -0.734 5.298 1.172 -0.137
C -1.068 6.113 0.026 -0.783
C -1.458 4.017 1.125 -0.178
C -1.314 3.170 2.377 -0.161
C -1.328 3.817 3.620 -0.522
C -1.224 3.082 4.794 -0.616
C -1.138 1.695 4.718 -0.802
C -1.145 1.072 3.470 0.223
C -1.214 1.767 2.247 -0.188
H 1.223 6.029 1.328 0.363
H 1.066 4.571 0.312 0.120
H 0.941 4.443 2.078 0.272
H -0.622 7.108 0.128 0.323
H -2.152 6.226 -0.045 0.332
H -0.714 5.674 -0.927 0.161
H -1.152 3.411 0.258 0.227
H -2.517 4.257 0.972 0.411
H -1.402 4.902 3.662 0.306
H -1.216 3.583 5.758 0.343
H -1.048 1.108 5.631 0.363
H -1.071 -0.018 3.446 0.229
N -1.331 -1.875 -2.900 -0.510
C -0.811 -1.474 -3.850 0.122
N -0.199 -1.035 -4.954 0.548
C -0.571 0.260 -5.517 1.182
C 0.670 0.940 -6.124 -0.731
C 1.772 -0.083 -6.424 -0.474
C 1.138 -1.360 -6.971 -0.771
C 0.320 -2.045 -5.872 -0.620
H -0.991 0.862 -4.717 -1.667
H -1.354 0.129 -6.274 0.302
H 1.042 1.709 -5.446 0.348
H 0.376 1.439 -7.051 0.324
H 2.318 -0.322 -5.509 -0.022
H 2.489 0.334 -7.133 0.448
H 1.893 -2.059 -7.337 0.427
H 0.497 -1.104 -7.820 0.336
H 0.949 -2.722 -5.295 0.189
H -0.494 -2.639 -6.306 0.336
C -3.785 3.554 -2.248 -1.047
Si -2.471 2.290 -2.784 0.278
C -1.266 3.327 -3.859 -1.013
C -3.419 1.136 -3.982 -1.368
O -1.743 1.543 -1.612 -0.024
H -4.260 4.048 -3.105 0.375
H -3.333 4.325 -1.614 0.087
H -4.568 3.063 -1.659 0.304
H -1.585 3.451 -4.901 0.402
H -0.275 2.856 -3.849 -0.090
H -1.144 4.326 -3.424 0.324
H -3.442 1.495 -5.019 0.400
H -4.457 1.022 -3.650 0.366
H -2.971 0.137 -3.968 0.222
```

The calculation puts the largest force on an atom at 0.5 eV/A. As for the expectation value of S²: 0.76. As for the total charge: -2. For the gap between HOMO and LUMO (spin up / spin down), the calculation gives 4.834 / 3.656 eV. Its spin multiplicity is 2. As for the total energy: -81095.30093 eV.